No. 1
DFT (the ωB97M-V functional and the def2-TZVPD basis) results for a molecular structure, C41H47Br2F5N6O3PPbSSe.

Frontier orbital gap (spin up / spin down) ... 3.46 / 5.23 eV
Expectation value of S² ... 0.77
Total energy ... -11126.11680 a.u.

```
! wB97M-V def2-TZVPD RIJCOSX def2/J DEFGRID3
* xyz -2 2
Pb 0.17242 -0.06260 -0.71112
O -0.45046 -2.41646 -1.81347
N 0.58595 -3.15195 -2.13562
C 0.46117 -4.49440 -2.02081
C 1.49003 -5.35355 -2.29405
C 2.71242 -4.81570 -2.69730
C 2.82308 -3.45683 -2.83962
C 1.74784 -2.58491 -2.58626
S 1.88658 -0.89651 -2.82238
H -0.51676 -4.80627 -1.69045
H 1.33640 -6.41687 -2.17716
H 3.56678 -5.45506 -2.87677
H 3.75475 -2.99699 -3.13545
C 1.07687 3.36787 -0.76836
C 2.29745 2.59177 -0.37621
C 3.51793 3.18609 -0.20024
C 4.65118 2.43164 0.16992
C 4.49125 1.04240 0.38751
C 5.51900 0.14936 0.75710
Br 7.30700 0.79794 0.98973
C 5.30665 -1.19868 0.94833
C 4.02147 -1.69200 0.79332
Br 3.72224 -3.56816 1.02452
C 2.92884 -0.88587 0.44459
O 1.72131 -1.36914 0.31307
C 3.19516 0.48799 0.21315
N 2.11844 1.25191 -0.19863
H 1.27310 4.43929 -0.72439
H 0.23900 3.14464 -0.10100
H 0.75329 3.11708 -1.78254
H 3.60263 4.25622 -0.34542
H 5.61502 2.89785 0.30710
H 6.12067 -1.85801 1.21323
N 0.51936 2.17404 -7.11078
C 0.37133 1.83051 -5.78125
N 1.38047 1.11377 -5.22911
N -0.70518 2.23615 -5.17487
C -0.87925 1.85021 -3.91451
N -1.08640 1.54323 -2.82040
H 1.46828 2.32858 -7.41372
H -0.12261 2.89815 -7.39357
H 1.95154 0.56263 -5.84979
H 1.18749 0.62607 -4.35433
F -3.20126 8.39007 1.13200
C -3.05892 7.08075 1.43946
C -4.08518 6.18424 1.21015
F -5.24784 6.63529 0.68905
C -3.92198 4.84614 1.51847
F -4.98244 4.05571 1.26711
C -2.74896 4.31244 2.06162
Se -2.53500 2.46941 2.44612
C -1.74548 5.26146 2.28783
F -0.57178 4.89622 2.82779
C -1.88401 6.60591 1.99174
F -0.88168 7.47492 2.24386
O -1.45287 -0.67578 1.68330
P -1.94313 -2.07862 1.87177
C -2.88347 -2.10383 3.44309
C -3.78751 -0.84818 3.48732
C -4.76200 -0.88461 4.67960
C -4.21136 -1.74158 5.81303
C -4.07203 -3.20180 5.36269
C -3.71556 -3.31455 3.86832
C -0.48004 -3.17429 1.91379
C -0.56152 -4.65083 1.51152
C -0.90083 -5.60411 2.65389
C 0.03724 -5.38621 3.83815
C -0.02486 -3.93563 4.31182
C 0.35547 -2.97330 3.18570
C -2.90243 -2.62854 0.42405
C -3.63434 -1.43291 -0.22110
C -4.48699 -1.93797 -1.38017
C -5.60146 -2.88762 -0.88724
C -5.29446 -3.44406 0.50716
C -3.82821 -3.85594 0.59567
H -2.07577 -1.96677 4.17308
H -4.35327 -0.76833 2.55853
H -3.17545 0.04854 3.54091
H -5.73633 -1.28112 4.37283
H -4.93188 0.13628 5.02475
H -4.85085 -1.68146 6.69718
H -3.23524 -1.34545 6.10515
H -5.00880 -3.73622 5.54809
H -3.30125 -3.69822 5.95980
H -4.63142 -3.33897 3.27311
H -3.19649 -4.25792 3.69921
H 0.06947 -2.66140 1.11593
H 0.42908 -4.92169 1.12955
H -1.26365 -4.78704 0.68669
H -0.83195 -6.63712 2.29858
H -1.93422 -5.45191 2.98014
H 1.06274 -5.61468 3.52762
H -0.21922 -6.06764 4.65534
H 0.65229 -3.78724 5.15707
H -1.03776 -3.72893 4.67379
H 1.40184 -3.13838 2.92097
H 0.28064 -1.93273 3.51010
H -2.09814 -2.88792 -0.27409
H -2.89867 -0.71055 -0.56960
H -4.25934 -0.89943 0.49695
H -3.83019 -2.45964 -2.08185
H -4.91913 -1.09405 -1.92014
H -5.70616 -3.72516 -1.58410
H -6.56341 -2.36917 -0.86697
H -5.95065 -4.29074 0.72842
H -5.49824 -2.68009 1.26287
H -3.62276 -4.57879 -0.20198
H -3.63342 -4.37919 1.53281
*
```

No. 2
DFT (the ωB97M-V functional and the def2-TZVPD basis) results for a molecular structure, C41H47Br2N4PTi.

Frontier orbital gap (spin up / spin down) ... 5.96 / 6.65 eV
Expectation value of S² ... 0.76
Total energy ... -8148.19788 a.u.

```
! wB97M-V def2-TZVPD RIJCOSX def2/J DEFGRID3
* xyz 1 2
Ti 0.09687 0.36479 -0.06924
C 1.44248 -2.85342 3.43188
C 0.08628 -3.15266 4.01182
C -0.01535 -3.92515 5.16721
C -1.24624 -4.21055 5.73290
C -2.40484 -3.73222 5.13682
C -2.31759 -2.95732 3.99214
C -1.07817 -2.65301 3.42490
P -1.02220 -1.58872 1.90688
C -2.44567 -0.51075 2.37955
C -3.59789 -0.47255 1.59802
C -4.67326 0.33381 1.94832
C -4.61439 1.09108 3.10696
C -3.48160 1.03540 3.90729
C -2.38364 0.25281 3.56006
C -1.20216 0.21543 4.50162
C -1.65474 -2.73667 0.63036
C -1.96314 -4.07418 0.88955
C -2.19782 -4.96030 -0.15027
C -2.09492 -4.52128 -1.46172
C -1.79732 -3.19372 -1.72489
C -1.58813 -2.27532 -0.69514
C -1.34994 -0.83144 -1.00873
H 2.20855 -3.47360 3.89668
H 1.70988 -1.80726 3.60400
H 1.45834 -3.03565 2.35490
H 0.88855 -4.31048 5.62685
H -1.30292 -4.80900 6.63394
H -3.37520 -3.96375 5.55805
H -3.22552 -2.59100 3.53155
H -3.67704 -1.11569 0.72865
H -5.56028 0.35728 1.32588
H -5.44827 1.72205 3.39336
H -3.44590 1.60982 4.82843
H -1.05495 1.18787 4.97491
H -0.27581 -0.06461 3.99715
H -1.37208 -0.51566 5.29518
H -2.00984 -4.43706 1.90689
H -2.44514 -5.99200 0.06646
H -2.25492 -5.21482 -2.27847
H -1.73602 -2.85048 -2.75236
H -2.27232 -0.26210 -0.82376
H -1.13095 -0.73087 -2.06993
Br 5.03943 0.65074 4.45294
C 3.66485 0.48894 3.18336
C 3.68706 -0.55786 2.27313
C 2.65121 -0.63650 1.37630
N 1.64428 0.24283 1.31727
C 1.62255 1.25414 2.20734
C 2.62762 1.39385 3.15844
C 0.44673 2.12798 2.13674
C 0.25274 3.21489 2.97865
C -0.91223 3.94061 2.87585
Br -1.24804 5.37593 4.04111
C -1.85460 3.60325 1.91604
C -1.58960 2.52679 1.10948
N -0.47838 1.78251 1.21913
H 4.48597 -1.28623 2.27807
H 2.61499 -1.45043 0.66402
H 2.59898 2.20519 3.87170
H 1.00356 3.49592 3.70194
H -2.76515 4.17561 1.81120
H -2.27850 2.23379 0.33331
C 2.60255 -0.61388 -4.23121
C 2.60983 -1.66928 -3.12482
C 2.11263 -3.00172 -3.66988
C 4.01991 -1.83039 -2.54874
N 1.62567 -1.27740 -2.09182
N 1.84858 -0.00354 -1.48024
H 3.06688 -1.01894 -5.13056
H 3.16418 0.27994 -3.95006
H 1.57600 -0.33016 -4.47453
H 2.77296 -3.34882 -4.46527
H 1.10489 -2.88984 -4.07353
H 2.09005 -3.76717 -2.88834
H 4.71921 -2.11306 -3.33763
H 4.04100 -2.61155 -1.78308
H 4.39367 -0.89889 -2.11392
H 1.60515 -1.98326 -1.36606
H 1.66399 0.69330 -2.18913
H 2.81589 0.11516 -1.18907
C -2.85644 2.79998 -3.60344
C -1.48529 3.41062 -3.26878
C -0.64674 3.51780 -4.54896
C -1.67649 4.80430 -2.65485
C -0.81727 2.52890 -2.29701
C -0.29012 1.78942 -1.48078
H -3.38526 3.44194 -4.31248
H -3.46772 2.69928 -2.70441
H -2.73831 1.81160 -4.05011
H -1.14530 4.17850 -5.26229
H -0.52521 2.53767 -5.01308
H 0.34247 3.92566 -4.33464
H -2.16615 5.46244 -3.37687
H -0.71597 5.24366 -2.38153
H -2.29760 4.75148 -1.75817
*
```

No. 3
DFT (the ωB97M-V functional and the def2-TZVPD basis) results for a molecular structure, C41H48AsNO3RhSSi.

Frontier orbital gap (spin up / spin down) ... 6.57 / 7.43 eV
Expectation value of S² ... 6.02
Total energy ... -4905.73592 a.u.

```
! wB97M-V def2-TZVPD RIJCOSX def2/J DEFGRID3
* xyz -1 5
Rh -1.46799 1.36621 -0.24452
S -2.68298 2.65065 1.33214
C -3.07360 1.66162 2.74126
C -3.87052 2.24961 3.73565
C -4.25973 1.54563 4.85846
C -3.86779 0.22146 5.02814
C -3.07619 -0.36930 4.05978
C -2.66641 0.33547 2.92954
As -1.53021 -0.51301 1.60006
C -2.36262 -2.28011 1.53739
C -1.89007 -3.36573 2.26803
C -2.52794 -4.59705 2.18251
C -3.64106 -4.74957 1.36902
C -4.11384 -3.66823 0.63781
C -3.47773 -2.43707 0.71433
C 0.05456 -0.92922 2.64562
C 0.27594 -0.49154 3.94516
C 1.49225 -0.74340 4.56958
C 2.49199 -1.43362 3.89953
C 2.27668 -1.87285 2.59909
C 1.06661 -1.61513 1.97490
H -4.18610 3.27623 3.59861
H -4.87966 2.02892 5.60402
H -4.17913 -0.34087 5.89930
H -2.77092 -1.40401 4.17542
H -1.02002 -3.25820 2.90353
H -2.15097 -5.43734 2.75312
H -4.13533 -5.71105 1.30138
H -4.97631 -3.77834 -0.00753
H -3.82920 -1.60419 0.11532
H -0.49467 0.05949 4.47092
H 1.65926 -0.39135 5.58040
H 3.44263 -1.62002 4.38391
H 3.05824 -2.39175 2.05885
H 0.91397 -1.93742 0.94929
N -1.62740 2.78061 -2.10009
C -2.45971 2.12146 -3.11483
C -3.86051 1.81991 -2.58384
C -3.98838 0.45401 -1.90600
O -4.93853 -0.26658 -2.19191
O -3.07153 0.13264 -1.05946
H -1.90613 3.74350 -1.95801
H -0.64132 2.73608 -2.34030
H -1.95684 1.18882 -3.38031
H -2.52995 2.72768 -4.02550
H -4.59216 1.85071 -3.39036
H -4.13855 2.58185 -1.84737
C 2.80901 3.92636 1.58994
C 1.45451 3.43549 1.04739
C 0.44474 4.57923 1.02305
C 0.96755 2.27608 1.84418
H 3.20865 4.72820 0.96365
H 3.53855 3.11627 1.62104
H 2.69137 4.31014 2.60576
H 1.61192 3.09593 0.01639
H 0.21832 4.91020 2.03992
H -0.49474 4.26146 0.57131
H 0.83691 5.43248 0.46404
H 0.40430 2.44809 2.75388
H 1.45355 1.31537 1.73304
C 1.08675 0.90235 -4.60744
C 2.15374 0.79536 -3.51434
C 2.56979 2.20784 -3.08752
C 3.38760 0.08968 -4.08181
Si 1.38992 -0.06954 -1.98490
O 0.35093 0.93367 -1.30788
C 0.57473 -1.70317 -2.49304
C 1.17725 -2.68478 -3.29055
C 0.52412 -3.86809 -3.60671
C -0.75784 -4.10280 -3.12843
C -1.37868 -3.14775 -2.33954
C -0.71794 -1.96536 -2.02849
C 2.88217 -0.52122 -0.88633
C 3.49464 -1.77783 -0.90193
C 4.64905 -2.03587 -0.17228
C 5.21946 -1.03862 0.60531
C 4.62152 0.21229 0.65390
C 3.47237 0.46012 -0.08461
H 1.47239 1.46106 -5.46930
H 0.19745 1.42275 -4.24391
H 0.77045 -0.08320 -4.95705
H 2.94964 2.76789 -3.95104
H 3.36363 2.17979 -2.33716
H 1.72989 2.76048 -2.66098
H 3.79798 0.66783 -4.91913
H 3.15286 -0.90362 -4.46373
H 4.17315 -0.01230 -3.33012
H 2.17805 -2.53295 -3.67449
H 1.01636 -4.60838 -4.22691
H -1.26939 -5.02608 -3.37332
H -2.38110 -3.31012 -1.96389
H -1.23396 -1.22836 -1.42847
H 3.06092 -2.57721 -1.49028
H 5.10155 -3.02024 -0.20788
H 6.11765 -1.23797 1.17754
H 5.04998 0.99416 1.26989
H 3.01811 1.43928 -0.03882
*
```

No. 4
DFT (the ωB97M-V functional and the def2-TZVPD basis) results for a molecular structure, C41H49BrF4N4O8P3PdS.

Frontier orbital gap (spin up / spin down) ... 7.45 / 4.09 eV
Expectation value of S² ... 6.06
Total energy ... -6935.51316 a.u.

```
! wB97M-V def2-TZVPD RIJCOSX def2/J DEFGRID3
* xyz 3 5
Pd 0.55392 0.77903 0.01127
N 2.58372 -1.60322 7.79414
C 2.30790 -1.01083 6.63854
C 1.08067 -0.30494 6.47281
C 0.82725 0.33927 5.29650
C 1.76780 0.30788 4.25577
C 2.96673 -0.41180 4.38894
C 3.23954 -1.06539 5.55939
S 1.43835 1.36263 2.84326
O 1.88817 2.65447 3.27668
O 0.00437 1.19802 2.58923
N 2.15808 0.79898 1.56092
C 3.44155 1.24916 1.22267
N 3.60432 1.54739 -0.06526
C 4.82523 1.94852 -0.41929
C 5.85845 2.08679 0.48865
C 5.57155 1.75297 1.79827
N 4.37260 1.31642 2.16833
H 1.94684 -1.56364 8.57790
H 3.45413 -2.09396 7.94179
H 0.37822 -0.27526 7.29343
H -0.08788 0.89646 5.16239
H 3.67975 -0.39287 3.58172
H 4.16546 -1.60709 5.69616
H 4.97111 2.16831 -1.46842
H 6.83747 2.42753 0.19147
H 6.32089 1.82569 2.57719
F 0.72849 7.28442 -3.39003
C 0.75340 6.00196 -3.15689
C 0.79634 5.07515 -4.18463
F 0.81809 5.43173 -5.42400
C 0.82283 3.66245 -3.88667
F 0.88831 2.89056 -4.92852
C 0.79967 3.14120 -2.60605
P 0.67072 1.30905 -2.35794
C 2.17242 0.59925 -3.04092
C 2.21192 -0.79356 -3.13265
C 3.34918 -1.41673 -3.61952
C 4.44507 -0.66138 -4.01192
C 4.41000 0.72280 -3.91185
C 3.27882 1.35374 -3.41899
C -0.70511 0.90508 -3.44213
C -0.50813 0.19305 -4.62517
C -1.57691 -0.02321 -5.48031
C -2.83079 0.48612 -5.17071
C -3.02379 1.20383 -3.99827
C -1.96756 1.40675 -3.12404
C 0.77274 4.08137 -1.57387
Br 0.78931 3.64409 0.21136
C 0.74520 5.50468 -1.85768
F 0.71249 6.33543 -0.86451
H 1.35464 -1.38420 -2.82927
H 3.37603 -2.49361 -3.70394
H 5.32480 -1.15069 -4.40422
H 5.26135 1.30913 -4.22679
H 3.27241 2.43293 -3.33625
H 0.47152 -0.17930 -4.89061
H -1.42646 -0.57547 -6.39689
H -3.65675 0.32574 -5.84906
H -3.99933 1.60345 -3.75813
H -2.12565 1.94218 -2.19728
C -4.50914 -1.80988 -1.99527
C -4.59070 -1.08686 -0.66963
C -5.91701 -0.40553 -0.42411
O -3.51829 -0.08468 -0.68461
P -2.63657 0.36745 0.52231
O -1.59208 1.31110 0.01640
C -1.95975 -1.11883 1.28929
P -0.75624 -1.97123 0.24240
O -0.38583 -1.09559 -0.92295
O -1.28609 -3.33969 -0.27571
C -1.61154 -4.54139 0.52255
C -3.11232 -4.61839 0.67930
C -1.04327 -5.72714 -0.22606
O 0.42298 -2.22144 1.25893
C 1.56176 -3.08754 0.91645
C 1.90891 -3.86428 2.16648
C 2.70337 -2.23471 0.40456
O -3.52372 0.93197 1.66990
C -3.97540 2.32540 1.85049
C -2.85590 3.11872 2.47965
C -4.48796 2.90469 0.55293
H -5.23316 -2.62238 -2.01428
H -3.51412 -2.22306 -2.15451
H -4.74188 -1.13047 -2.81257
H -4.37303 -1.78720 0.14222
H -6.13443 0.30384 -1.22149
H -5.93271 0.11215 0.53256
H -6.70847 -1.15303 -0.41480
H -2.78951 -1.78666 1.52504
H -1.47937 -0.82686 2.22813
H -1.12117 -4.42003 1.49313
H -3.59263 -4.58952 -0.29793
H -3.51051 -3.81621 1.29877
H -3.37865 -5.55959 1.15809
H -1.50185 -5.80802 -1.20999
H -1.25308 -6.64124 0.32554
H 0.03426 -5.64685 -0.35100
H 1.22500 -3.76846 0.12956
H 2.26816 -3.18634 2.94082
H 2.69838 -4.58195 1.94698
H 1.05152 -4.41146 2.54964
H 3.12325 -1.62814 1.20609
H 2.38333 -1.57360 -0.40552
H 3.48687 -2.88506 0.01308
H -4.79736 2.19745 2.55782
H -2.04011 3.26567 1.77378
H -2.46770 2.61689 3.36274
H -3.24269 4.09312 2.77966
H -3.68949 2.97641 -0.18652
H -4.85885 3.91202 0.74302
H -5.30667 2.31789 0.14251
*
```